The following is a quantum chemistry calculation of a molecular structure, C4H7NO, from the Open Molecules 2025 dataset.

Each line ends with the Mulliken charge.
Element x y z (Å)
C  1.06060  0.86475  1.00196  -1.2527
C  0.32468  -0.33759  0.44292  0.3288
C  -1.20664  -0.18566  0.18321  -0.5709
C  -0.78917  -0.46350  -1.24837  0.3098
O  -1.09842  -0.65044  -2.46527  -0.6490
N  0.48267  -0.55870  -1.03493  -0.4791
H  2.14348  0.71932  0.94120  0.3092
H  0.80822  1.77285  0.44528  0.3277
H  0.80383  1.02401  2.05575  0.3221
H  0.57222  -1.23893  1.01286  0.2810
H  -1.85763  -0.93086  0.64469  0.2737
H  -1.60522  0.81645  0.35716  0.2354
H  0.29538  -0.78490  -2.34607  0.5639

Values from the calculation:
- F_max (eV Å⁻¹) = 0.46
- HOMO energy (Ha) = -0.3517
- energy above the lowest of the compared OMol25 structures with the same formula, charge and spin (kcal/mol) = 79.69
- lowest unoccupied orbital energy (eV) = 0.98

The following is a quantum chemistry calculation of a single C19H24N2O2 molecule, from the Open Molecules 2025 dataset.

Each line ends with the Mulliken charge.
Element x y z (Å)
C  4.86447  1.08778  -2.25406  -1.0034
C  3.95908  2.30428  -2.08128  -0.3864
O  2.81295  2.25252  -2.90521  -0.4723
C  1.77505  1.43450  -2.57588  0.7755
C  0.74057  1.37318  -3.51208  -0.6336
C  -0.37154  0.59410  -3.28090  -0.7583
C  -0.49517  -0.14816  -2.11058  0.4620
C  0.53400  -0.08383  -1.18476  -0.4246
C  1.65990  0.69223  -1.40644  -0.5763
H  2.43255  0.70647  -0.65345  0.3939
H  0.47303  -0.66557  -0.27661  0.4383
C  -1.74184  -0.95889  -1.86005  -1.0856
N  -1.52514  -2.01062  -0.87678  0.0835
C  -0.81652  -3.13239  -1.45854  -1.1384
H  0.09652  -2.76721  -1.92637  0.3586
H  -1.41128  -3.66068  -2.21882  0.3335
H  -0.54958  -3.83710  -0.67185  0.3649
C  -2.75739  -2.41455  -0.22551  -0.6269
C  -3.27744  -1.34882  0.74143  0.5680
O  -4.43435  -1.30374  1.10544  -0.6971
N  -2.31850  -0.50414  1.15414  0.0836
H  -1.39629  -0.62480  0.76029  0.1090
C  -2.53760  0.59716  2.06702  -1.1187
C  -1.41560  0.65772  3.06738  0.5154
C  -0.16598  1.11885  2.66843  -0.1684
C  0.88992  1.14437  3.56133  -0.6243
C  0.70771  0.70938  4.86359  -0.4387
C  -0.53295  0.24694  5.26703  -0.5512
C  -1.58868  0.21771  4.37176  -0.4778
H  -2.55534  -0.14713  4.68650  0.3683
H  -0.67893  -0.09323  6.28168  0.3750
H  1.53110  0.73203  5.56212  0.3768
H  1.85656  1.50709  3.24309  0.3900
H  -0.02424  1.46443  1.65338  0.4650
H  -2.58835  1.53940  1.50400  0.2999
H  -3.50178  0.42481  2.55078  0.4885
H  -2.55865  -3.31001  0.37135  0.3894
H  -3.56495  -2.66250  -0.93314  0.3039
H  -2.11099  -1.36980  -2.81578  0.4628
H  -2.51892  -0.28742  -1.47858  0.3325
H  -1.15976  0.56017  -4.01924  0.4298
H  0.83732  1.95092  -4.41765  0.4230
H  4.48527  3.20590  -2.40761  0.3169
H  3.67601  2.43447  -1.02919  0.3081
H  5.16049  0.99547  -3.29596  0.3034
H  4.35024  0.17533  -1.96204  0.3102
H  5.75503  1.20337  -1.64233  0.3525

Values from the calculation:
- F_max (eV Å⁻¹) = 0.46
- HOMO energy (Ha) = -0.3113
- SMILES string = CCOc1ccc(CN(C)CC(=O)NCc2ccccc2)cc1
- energy above the lowest of the compared OMol25 structures with the same formula, charge and spin (kcal/mol) = 19.48
- lowest unoccupied orbital energy (eV) = 0.68

The following is a quantum chemistry calculation of 2 unconnected molecules or ions with the total composition C4H4, from the Open Molecules 2025 dataset.

Each line ends with the Mulliken charge.
Element x y z (Å)
C  -0.69452  -2.50407  -0.44749  -0.5305
C  -0.73504  -1.32002  -0.29297  -0.2122
C  0.91447  1.48338  0.23706  -0.4145
C  -0.32036  1.12624  0.24984  -0.1026
H  -0.78061  -3.54014  -0.63493  0.3352
H  1.21039  2.50180  0.46972  0.2618
H  1.72750  0.81305  0.00995  0.2996
H  -1.32183  1.43975  0.40882  0.3633

Values from the calculation:
- F_max (eV Å⁻¹) = 4.69
- HOMO energy (spin up / spin down) (Ha) = -0.3512 / -0.3512
- energy above the lowest of the compared OMol25 structures with the same formula, charge and spin (kcal/mol) = 108.21
- lowest unoccupied orbital energy (spin up / spin down) (eV) = -1.13 / -1.12

The following is a quantum chemistry calculation of 2 unconnected molecules or ions with the total composition C4H12N2O2, from the Open Molecules 2025 dataset.

Each line ends with the Mulliken charge.
Element x y z (Å)
C  -0.73651  0.81390  0.44759  -0.8123
N  0.62449  1.09105  0.05165  -0.1624
C  1.63061  0.67806  0.87534  -0.0053
O  1.47670  0.29201  2.01724  -0.5547
C  -1.11429  -0.68040  0.49774  0.4329
C  -0.76279  -1.38521  -0.80015  -1.4777
N  -2.49786  -0.76426  0.88535  -0.5524
H  -0.73360  1.25817  1.43721  0.2934
H  -1.38171  1.30667  -0.27392  0.3371
H  0.91037  0.94791  -0.91477  0.2836
H  2.62351  0.80118  0.41653  0.3506
H  -0.40899  -1.06527  1.23631  0.3303
H  -1.20498  -0.86577  -1.65614  0.3753
H  -1.02394  -2.41667  -0.80575  0.3978
H  0.27384  -1.27165  -0.98632  0.3655
H  -3.09964  -0.99930  0.11278  0.2162
H  -2.75488  -1.23707  1.73222  0.2054
H  0.95581  -0.53605  -3.18142  0.2818
H  1.83315  0.61739  -3.58341  0.2870
O  1.33565  0.28013  -2.82404  -0.5922

Values from the calculation:
- F_max (eV Å⁻¹) = 1.78
- HOMO energy (Ha) = -0.3199
- SMILES string = C[C@H](N)CNC=O.O
- energy above the lowest of the compared OMol25 structures with the same formula, charge and spin (kcal/mol) = 30.57
- lowest unoccupied orbital energy (eV) = 0.31

The following is a quantum chemistry calculation of a gas-phase ion, C3H7N2S (charge +1), from the Open Molecules 2025 dataset.

Each line ends with the Mulliken charge.
Element x y z (Å)
C  0.50958  1.24275  0.28494  0.5132
C  -0.57551  0.60575  -0.05892  -0.4111
C  1.66560  -0.58813  -0.78123  -0.6822
N  -2.73395  -0.73893  0.58492  -0.4123
N  1.64448  0.72674  -0.16386  -0.2333
S  -2.10010  0.43922  -0.43251  0.1596
H  0.33182  2.09975  0.89404  0.3744
H  1.86954  -1.40108  -0.03028  0.3192
H  0.64073  -0.77636  -1.12709  0.2460
H  2.49961  -0.58437  -1.48876  0.2805
H  -2.54068  -0.86454  1.61407  0.2809
H  -3.64927  -1.22631  0.27071  0.2768
H  2.43815  1.06551  0.43398  0.2883

Values from the calculation:
- F_max (eV Å⁻¹) = 4.75
- HOMO energy (Ha) = -0.5023
- net charge = +1
- energy above the lowest of the compared OMol25 structures with the same formula, charge and spin (kcal/mol) = 76.71
- lowest unoccupied orbital energy (eV) = -5.17

The following is a quantum chemistry calculation of 11 unconnected molecules or ions with the total composition C6H36NO11, from the Open Molecules 2025 dataset.

Each line ends with the Mulliken charge.
Element x y z (Å)
C  -0.13391  1.27094  -0.47450  -0.7682
O  0.05234  2.25595  0.56436  -0.6022
C  0.05507  -0.14820  0.12759  0.8760
C  0.22812  -1.14929  -0.99399  -1.4745
C  0.72553  -2.47891  -0.36114  1.0348
C  2.24815  -2.62912  -0.10893  -1.5399
C  0.42296  -3.59134  -1.40194  -1.7523
N  -1.03151  -0.47627  1.08755  0.3765
H  -0.94846  1.51660  -1.14868  0.0906
H  0.73144  1.31717  -1.15384  0.4975
H  0.57838  2.97713  0.20901  0.4177
H  0.97186  0.07907  0.67317  -0.4868
H  0.92885  -0.86854  -1.77312  0.5445
H  -0.61286  -1.43483  -1.62559  0.3119
H  0.17323  -2.74761  0.54327  0.2019
H  2.50427  -2.19753  0.86530  0.3590
H  2.46387  -3.69065  -0.07694  0.4419
H  2.79450  -2.01747  -0.81456  0.3186
H  1.16821  -3.52097  -2.20200  0.3919
H  0.58178  -4.57303  -0.95711  0.4488
H  -0.54140  -3.52393  -1.90833  0.4082
H  -0.78744  -0.31691  2.05201  0.4517
H  -1.92492  0.01557  0.95255  0.4168
H  -1.34683  -1.43612  0.87699  0.2990
H  -2.19731  3.84462  1.01449  0.3196
H  -1.68294  2.57747  1.27164  0.4642
O  -2.28584  3.21369  1.72729  -0.7586
H  4.12143  2.22972  0.17841  0.2603
H  2.58842  1.75857  0.18456  0.3169
O  3.39024  1.87333  -0.32195  -0.5978
H  -1.94632  -3.52244  1.46162  0.3189
H  -2.63137  -3.43390  0.11262  0.3344
O  -2.49347  -2.93786  0.92976  -0.6937
H  3.16533  0.84397  -3.72098  0.2757
H  2.84543  2.32138  -3.18188  0.2585
O  2.54674  1.42178  -3.27598  -0.5403
H  -3.20648  1.84179  0.85923  0.3004
H  -3.58122  1.26601  -0.63236  0.2024
O  -2.94154  1.33091  0.07225  -0.5763
H  -1.78995  2.77507  3.71377  0.2806
H  -2.44522  1.45670  4.05836  0.2927
O  -1.58990  1.84309  3.84945  -0.5849
H  -2.74581  0.55864  -2.47693  0.2696
H  -2.33183  0.93836  -3.77962  0.3409
O  -3.01881  1.20348  -3.14376  -0.6428
H  0.04385  0.33776  4.36362  0.2405
H  1.04869  -0.66931  3.61212  0.2465
O  0.37671  0.01087  3.52742  -0.5435
H  0.40631  0.66595  -3.54508  0.3103
H  0.14531  -0.49328  -4.57020  0.2841
O  -0.17411  -0.07260  -3.76728  -0.6094
H  2.84898  1.37711  3.51642  0.2961
H  1.69859  1.59815  2.38333  0.2765
O  2.53487  1.20923  2.62853  -0.6055

Values from the calculation:
- F_max (eV Å⁻¹) = 3.65
- HOMO energy (Ha) = -0.5037
- net charge = +1
- energy above the lowest of the compared OMol25 structures with the same formula, charge and spin (kcal/mol) = 57.43
- lowest unoccupied orbital energy (eV) = -2.44

The following is a quantum chemistry calculation of a single C5H13NO molecule, from the Open Molecules 2025 dataset.

Each line ends with the Mulliken charge.
Element x y z (Å)
C  -2.04398  0.28034  0.03965  -1.1718
C  -0.95049  1.15221  -0.57150  -0.4952
N  0.41268  0.65502  -0.61792  0.0997
C  0.77075  -0.07916  -1.81751  -1.0034
C  1.04548  0.22337  0.60977  -1.0737
C  0.68185  -1.16317  1.13905  0.0357
O  1.41891  -1.46134  2.32938  -0.5423
H  -2.11081  0.25749  1.13866  0.2953
H  -1.91113  -0.76046  -0.24935  0.3266
H  -3.05076  0.61759  -0.21526  0.3697
H  -0.96855  2.13209  -0.07995  0.2998
H  -1.26426  1.30891  -1.60074  0.3524
H  0.44268  -1.11443  -1.77297  0.3399
H  0.35980  0.41823  -2.69998  0.3536
H  1.83182  -0.02539  -1.99230  0.3284
H  2.10374  0.42265  0.50301  0.4267
H  0.70266  0.91698  1.38926  0.3805
H  1.08196  -1.91520  0.45996  0.2331
H  -0.38177  -1.19476  1.32180  0.1459
H  1.82943  -0.67097  2.68693  0.2991

Values from the calculation:
- F_max (eV Å⁻¹) = 1.93
- HOMO energy (Ha) = -0.3019
- SMILES string = CCN(C)CCO
- energy above the lowest of the compared OMol25 structures with the same formula, charge and spin (kcal/mol) = 39.30
- lowest unoccupied orbital energy (eV) = 0.96

The following is a quantum chemistry calculation of a single C10H16N2O4S2 molecule, from the Open Molecules 2025 dataset.

Each line ends with the Mulliken charge.
Element x y z (Å)
O  0.99129  0.82162  -2.82811  -0.6814
S  4.48615  -1.71354  1.19113  -0.3055
O  -0.62485  1.44882  -1.31509  -0.4263
O  -2.48651  -0.73512  -1.50187  -0.2866
O  -0.18840  -2.10047  2.63034  -0.3608
S  3.07726  -0.23045  -1.00773  -0.0942
C  0.56944  0.89633  -1.67301  0.2782
C  3.21617  -0.73803  0.70003  0.2237
C  1.44062  0.39415  -0.63396  0.5792
C  1.11262  0.17664  0.69567  0.0628
N  -0.11167  0.41797  1.23991  -0.5161
N  2.07407  -0.43621  1.48643  0.1773
C  -2.73154  -2.08789  -1.89772  -0.7349
C  -0.87734  -3.38547  2.85903  -0.7999
C  -1.71552  1.47648  -2.24499  -0.5769
C  -2.12980  0.02488  -2.66884  -0.6151
C  1.19579  -2.21306  2.98896  -0.2033
C  1.87869  -0.84075  2.86367  -1.4676
H  -0.77211  0.72986  0.55368  0.3843
H  -0.42816  -0.34290  1.88205  0.3053
H  -3.52005  -2.14867  -2.65398  0.3314
H  -1.82368  -2.59352  -2.28234  0.3082
H  -3.06677  -2.66088  -1.02506  0.2230
H  -1.08370  -3.53928  3.93071  0.2942
H  -0.33506  -4.24086  2.38332  0.3160
H  -1.85532  -3.38198  2.39833  0.2798
H  -2.57444  1.98129  -1.73680  0.3181
H  -1.39930  2.06798  -3.13557  0.3645
H  -2.96197  0.08287  -3.36071  0.4597
H  -1.30279  -0.47377  -3.17203  0.4458
H  1.29424  -2.53438  4.02597  0.4195
H  1.67309  -2.96363  2.33381  0.3827
H  2.85966  -0.85939  3.35617  0.4821
H  1.31299  -0.09677  3.37126  0.4327

Values from the calculation:
- F_max (eV Å⁻¹) = 2.99
- HOMO energy (Ha) = -0.2787
- SMILES string = COCCOC(=O)c1sc(=S)n(CCOC)c1N
- energy above the lowest of the compared OMol25 structures with the same formula, charge and spin (kcal/mol) = 20.68
- lowest unoccupied orbital energy (eV) = 0.31